Molecular formula: C6F18KN3O12S6
Method: DFT, ωB97M-V with the def2-TZVPD basis set

Last column: Mulliken charge in e.
Positions of all 46 atoms, in Å:
K  14.75625  9.20978  15.86900  0.924
S  10.53270  9.09924  13.14775  0.941
S  22.27453  4.05140  16.68573  1.017
S  18.70714  12.12553  13.80214  0.933
S  10.00780  7.84931  15.36612  0.870
S  17.39320  13.68076  15.50156  0.943
S  20.00596  4.78308  17.57668  1.070
F  24.00461  5.61811  15.36726  -0.251
F  19.34271  10.15135  12.09513  -0.171
F  23.32756  4.03652  14.18547  -0.242
F  12.84584  10.80797  13.14606  -0.213
F  17.40654  5.35044  18.27575  -0.249
F  11.73829  10.77861  11.30158  -0.228
F  17.23355  10.10523  12.88911  -0.221
F  9.89267  5.15136  16.10435  -0.220
F  13.01813  9.08788  11.86725  -0.206
F  22.07625  5.81721  14.63706  -0.209
F  16.31424  14.67745  17.79371  -0.209
F  18.92579  9.49970  14.26103  -0.195
F  11.94505  5.95423  15.85803  -0.241
F  10.70281  5.66499  14.06738  -0.207
F  17.54274  3.50859  17.07224  -0.236
F  17.66603  12.97943  18.03090  -0.189
F  17.75973  5.41816  16.14419  -0.215
F  15.64145  12.57737  17.20991  -0.208
O  20.09946  12.31247  14.20857  -0.614
O  18.60527  14.47229  15.66408  -0.609
O  20.15233  4.09133  18.84327  -0.641
O  20.28745  6.23776  17.57595  -0.612
O  10.15729  7.92502  12.36340  -0.564
O  22.70521  4.87515  17.82552  -0.567
O  22.91098  2.77949  16.60345  -0.638
O  18.27694  12.97068  12.67914  -0.633
O  9.60465  10.26678  13.38115  -0.607
O  16.31728  14.31616  14.69244  -0.619
O  10.05715  8.12868  16.80883  -0.634
O  8.65915  7.79335  14.77905  -0.557
N  20.51843  3.96185  16.36856  -0.470
N  17.61250  12.06861  15.01700  -0.336
N  11.26878  8.64327  14.47443  -0.328
C  12.14448  9.97883  12.31642  0.597
C  10.65467  6.02079  15.34750  0.639
C  22.91379  4.94369  15.09980  0.681
C  18.06501  4.73987  17.21262  0.564
C  18.58538  10.27286  13.17605  0.562
C  16.68257  13.43814  17.32589  0.599

Forces on the atoms, in the same order (eV/Å):
-0.047 0.189 -0.291
-0.876 2.722 -1.059
-0.337 0.986 0.341
0.979 0.591 -1.105
-0.294 -0.766 1.901
-1.586 0.768 -1.793
-2.404 2.830 2.403
1.344 0.623 1.107
-0.609 -0.905 0.925
-1.166 0.052 -0.096
-0.777 -0.823 0.065
0.775 -0.735 -0.984
0.052 -0.938 0.488
1.960 -0.801 -0.013
0.993 1.401 -1.431
-0.222 -0.239 -0.149
-1.395 0.126 -0.945
-0.081 -2.003 -0.302
-0.315 0.159 -2.325
-1.613 0.138 -0.562
-0.145 -0.643 0.723
0.318 0.269 0.271
-0.024 -0.667 1.250
-0.219 0.773 -1.130
0.421 0.678 1.130
-1.504 -0.733 -0.249
-1.040 -1.035 0.294
-0.477 0.375 -0.463
-0.829 -2.263 -0.237
0.309 2.039 -0.067
-0.910 -0.875 -2.099
-0.327 -0.838 -0.443
0.302 -1.391 1.201
2.237 -3.058 -1.212
1.634 -1.310 2.099
0.573 0.176 -2.094
2.516 0.193 0.517
4.113 -0.093 -0.299
0.655 2.070 0.302
-2.275 -1.433 2.385
-0.717 0.829 0.198
0.577 0.418 0.471
0.643 -0.957 0.756
0.821 -0.278 1.830
-1.412 2.817 2.229
0.377 1.562 -3.540

Results
- Strongest force on any atom: 4.423 eV Å⁻¹
- Energy relative to the best compared isomer or geometry (same formula, charge and spin): 438.76 kJ/mol
- E: -165511.73062 eV
- Total charge: -2